# 1
DFT (ωB97M-V/def2-TZVPD) results for 10 unconnected molecules or ions with the total composition C16H52O18.

XYZ file:
```
86
Properties=species:S:1:pos:R:3:mulliken_charge:R:1
O -0.65130 2.07213 0.94253 -0.431
C -0.55530 1.41913 -0.29547 0.357
C 0.92870 1.29013 -0.65147 -0.090
O 1.13570 0.50913 -1.78247 -0.471
H -1.15930 1.54113 1.53553 0.207
H -0.88030 0.35713 -0.18147 -0.114
H -1.11430 1.97513 -1.07347 0.210
H 1.56770 0.67213 0.06453 -0.223
H 1.28270 2.27913 -0.56447 0.353
H 2.08370 0.43213 -1.77247 0.399
O 2.81370 -3.84487 0.24153 -0.544
C 1.44170 -4.03787 0.09253 -0.751
C 0.73270 -2.68587 -0.18947 2.230
O -0.70130 -2.91587 -0.19647 -0.662
H 3.06570 -3.17987 0.85553 0.313
H 1.16370 -4.77687 -0.69247 0.321
H 1.06170 -4.56087 0.93253 0.370
H 1.04470 -2.35287 -1.11547 -0.475
H 0.94870 -1.83887 0.46153 -0.738
H -1.07130 -2.10087 -0.46947 0.195
O 3.89770 0.13513 -1.03547 -0.535
C 4.60670 -1.06587 -0.92547 0.149
C 5.81270 -0.95687 -1.91847 -0.801
O 6.57470 -2.17787 -1.97847 -0.521
H 3.90970 0.43713 -0.14447 0.200
H 4.88870 -1.24087 0.16253 0.371
H 3.86070 -1.78487 -1.30647 0.101
H 6.46470 -0.14187 -1.54147 0.319
H 5.46170 -0.68187 -2.84647 0.326
H 7.29270 -1.98287 -1.38347 0.330
O 3.25270 -1.97687 -6.64847 -0.542
C 2.91970 -2.40987 -5.34547 -0.406
C 2.09470 -1.43487 -4.61447 -0.104
O 1.43570 -1.96887 -3.50847 -0.471
H 4.14070 -2.33387 -6.90447 0.341
H 2.41970 -3.43587 -5.21447 0.198
H 3.79870 -2.57387 -4.80047 0.237
H 1.43170 -0.83587 -5.27447 0.326
H 2.73270 -0.67387 -4.11047 0.130
H 1.04470 -1.18587 -2.99047 0.063
O -3.76930 -2.51587 -3.32047 -0.548
C -3.24630 -1.31187 -3.74647 -0.453
C -1.96030 -1.18687 -2.86447 -0.055
O -2.47630 -1.31987 -1.51247 -0.342
H -3.98930 -2.99587 -4.09647 0.343
H -3.01630 -1.47887 -4.83847 0.432
H -3.81630 -0.37587 -3.59747 0.147
H -1.46930 -0.17787 -2.98547 0.116
H -1.27330 -2.01287 -2.92447 0.200
H -3.16130 -2.01187 -1.56247 0.266
O -5.68730 0.39813 -1.11447 -0.569
C -4.65630 1.27913 -0.87647 -0.447
C -4.27930 1.31913 0.57153 -0.116
O -3.29830 0.27413 0.77853 -0.691
H -5.28130 -0.43387 -1.08047 0.414
H -3.76930 1.16713 -1.60347 -0.060
H -4.99030 2.31713 -1.17647 0.405
H -5.14930 1.20413 1.21553 0.306
H -3.88830 2.34313 0.89653 0.306
H -3.53330 -0.45387 0.30453 0.172
O -0.15530 1.60813 3.84853 -0.380
C 0.34870 2.76413 4.50553 -0.288
C 1.76270 2.67113 4.13253 -0.318
O 2.57770 3.66213 4.81253 -0.587
H -1.13430 1.63213 3.87853 0.018
H 0.00770 3.74213 4.08353 0.255
H 0.24470 2.52713 5.57153 0.393
H 1.96970 2.88913 3.10753 0.255
H 2.18870 1.65013 4.31453 0.124
H 2.42770 3.71913 5.73853 0.312
O -2.98730 1.55713 3.24053 -0.235
C -4.03030 1.83613 4.15853 -0.700
C -4.22930 3.30413 4.04253 -0.061
O -4.78330 3.70013 5.18453 -0.542
H -3.24030 1.13313 2.46153 0.196
H -4.99230 1.27213 3.96153 0.232
H -3.69930 1.45413 5.12153 0.497
H -4.99330 3.64013 3.27353 0.177
H -3.27830 3.87613 3.92353 0.200
H -4.30530 3.19213 5.87953 0.341
O 3.62370 0.87013 1.99253 -0.752
H 2.67870 0.63113 1.88153 0.380
H 3.78970 1.33013 2.85453 0.298
O 0.84770 -0.16687 2.35253 -0.516
H 0.47370 0.51513 2.91953 0.463
H 0.41970 -0.99887 2.47953 0.245
```

Calculated values
SMILES   OCCO.OCCO.OCCO.OCCO.OCCO.OCCO.OCCO.OCCO.O.O
Energy   -54282.834 eV
Relative energy (zero: lowest compared OMol25 entry of this formula, charge and spin)   321.2 kJ/mol
Highest occupied orbital energy   -9.569 eV

=====

# 2
DFT (ωB97M-V/def2-TZVPD) results for 8 unconnected molecules or ions with the total composition C16H53ClNO25P5.

XYZ file:
```
101
Properties=species:S:1:pos:R:3:mulliken_charge:R:1
N 2.60219 -2.37336 0.81413 0.375
H 1.78787 -1.78933 0.94018 0.059
H 3.41566 -1.79557 0.97071 0.377
H 2.61441 -2.74731 -0.12401 0.356
H 2.66152 -3.10247 1.51055 0.190
Cl 0.50969 1.10602 -0.32890 1.507
O 1.64359 1.62915 0.36450 -0.696
O 0.45436 -0.29280 0.02531 -0.484
O -0.74569 1.75730 0.00972 -0.500
O 0.78554 1.27848 -1.71172 -0.770
C 3.08653 -5.75106 -3.33806 -1.254
O 1.66789 -5.54367 -3.32150 -0.098
P 0.92413 -4.62695 -2.16758 0.012
O 1.82220 -3.56509 -1.52214 -0.243
O -0.36845 -4.05091 -2.96798 -0.321
C -0.66221 -2.65207 -3.05412 -0.164
O 0.19220 -5.67397 -1.17600 0.056
C -0.61710 -6.70994 -1.64894 -0.874
H 3.54321 -5.21322 -4.16888 0.291
H 3.29501 -6.80857 -3.50026 0.276
H 3.66354 -5.41056 -2.47828 0.457
H -1.72370 -2.46528 -2.89146 0.134
H -0.34221 -2.34501 -4.04982 0.301
H -0.10254 -2.09734 -2.30103 0.002
H -0.06784 -7.65127 -1.63096 0.306
H -1.06313 -6.56748 -2.63324 0.264
H -1.38950 -6.96180 -0.92226 0.301
C -3.11811 -0.25632 -0.65775 -0.405
O -4.31231 -0.74778 -1.27297 -0.375
P -5.13805 0.09319 -2.44033 0.971
O -4.33959 0.54044 -3.57982 -0.655
O -6.38506 -0.90370 -2.69984 -0.290
C -7.24738 -0.69392 -3.73498 -0.680
O -5.80249 1.28795 -1.54097 -0.198
C -6.76295 2.25692 -2.04781 -0.340
H -3.28010 0.01636 0.38508 0.096
H -2.73428 0.56032 -1.26920 0.455
H -2.39149 -1.06761 -0.61363 0.116
H -7.13921 -1.56228 -4.38486 0.256
H -6.87062 0.15719 -4.30223 0.363
H -8.24098 -0.63150 -3.29118 0.206
H -6.62434 3.23662 -1.59054 -0.076
H -7.79849 1.98121 -1.84845 0.270
H -6.59968 2.41488 -3.11387 0.327
C 5.23595 1.32047 -1.19102 -0.607
O 6.18955 1.03990 -0.21886 -0.330
P 5.91511 0.16422 1.11106 -0.086
O 4.75176 -0.74320 1.09076 -0.078
O 7.29596 -0.66262 1.33239 -0.024
C 8.45057 0.13226 1.45736 -0.853
O 5.86598 1.18493 2.37865 -0.179
C 4.65296 1.74802 2.89350 -0.518
H 4.29681 0.81741 -0.96068 0.129
H 5.57144 1.01520 -2.18215 0.258
H 5.01222 2.38624 -1.23743 0.316
H 8.31250 1.21246 1.41050 0.246
H 9.15492 -0.01319 0.63831 0.294
H 9.04348 -0.16083 2.32377 0.289
H 4.79455 2.82698 2.95590 0.319
H 4.53429 1.47012 3.94078 0.184
H 3.83336 1.52877 2.20920 0.100
C 2.64787 -1.29529 4.34972 -0.746
O 1.25011 -1.14313 4.57577 -0.095
P 0.24178 -2.22097 3.93230 1.490
O 0.63480 -2.72619 2.56405 -0.439
O 0.08383 -3.39286 5.09330 0.137
C 1.02218 -4.42695 5.33279 -2.213
O -1.19363 -1.46313 3.93838 -0.465
C -1.48716 -0.40309 3.08165 -0.210
H 2.90514 -0.49245 3.65880 -0.137
H 2.84789 -2.26950 3.90362 0.059
H 3.24408 -1.18057 5.25497 0.431
H 1.81080 -4.46660 4.58139 0.706
H 0.48597 -5.37587 5.34497 0.224
H 1.41497 -4.29766 6.34131 0.326
H -2.25404 -0.69537 2.36430 0.172
H -0.61198 0.02680 2.59449 0.153
H -1.99079 0.37792 3.65128 0.279
C -5.60343 5.89852 -1.22770 -0.879
O -5.30915 4.99706 -0.18449 -0.105
P -4.40342 5.54165 1.04853 0.814
O -4.78314 6.88720 1.59208 -0.721
O -4.44409 4.35998 2.17334 -0.410
C -4.10344 3.01830 1.81061 -0.588
O -2.85257 5.41793 0.47564 -0.279
C -1.68310 5.26624 1.35321 -0.456
H -5.06788 6.83278 -1.05903 0.428
H -6.64226 6.13762 -1.00023 0.322
H -5.51106 5.60665 -2.27383 0.259
H -3.55927 2.64067 2.67627 0.246
H -3.45434 2.94543 0.93800 0.328
H -5.02943 2.44757 1.74045 0.340
H -0.89862 5.92733 0.98489 0.281
H -1.23353 4.29930 1.12737 0.054
H -1.95758 5.32915 2.40621 0.326
C 3.44618 3.46832 -3.98656 -0.532
O 3.03583 3.65262 -2.59818 -0.482
H 3.90177 4.36018 -4.41683 0.244
H 4.24741 2.72962 -3.96524 0.200
H 2.55354 3.27355 -4.58098 0.252
H 2.58632 2.88219 -2.24326 0.327
```

Calculated values
<S²>   0.7503
Total charge   -1
Multiplicity   2
Energy   -129097.523 eV
Highest occupied orbital energy (spin up / spin down)   0.336 / -7.359 eV

=====

# 3
DFT (ωB97M-V/def2-TZVPD) results for a molecular structure, C16H56B2O12PtSSr.

XYZ file:
```
89
Properties=species:S:1:pos:R:3:mulliken_charge:R:1
Pt 2.73439 0.18408 1.83043 3.876
Sr -1.62293 -0.51093 2.30298 1.365
B 2.97039 -2.15981 1.73773 0.759
H 2.48149 -1.79505 0.74605 -0.966
H 3.27103 -3.26037 1.56117 -0.216
H 3.89482 -1.49160 1.92459 -0.231
H 2.22530 -2.04774 2.60997 -0.270
B 0.44479 0.36848 0.90630 1.688
H 1.24320 0.82096 0.20034 -0.565
H -0.55646 0.22399 0.40608 -0.952
H 0.78204 -0.65188 1.26967 -0.355
H 0.21666 1.05953 1.77141 -0.328
S 0.96443 0.08826 4.88052 1.036
O -0.36021 -0.35033 4.35719 -0.978
O 0.96759 1.40203 5.51540 -0.716
O 1.27882 -0.95987 5.84102 -0.703
O 1.92072 0.08745 3.72700 -0.722
C -2.32565 -4.02673 -0.40619 -1.020
C -1.94512 -3.75062 1.02296 -0.180
O -0.97276 -2.69866 1.07244 -0.198
H -2.61248 -3.11568 -0.93539 0.021
H -3.16574 -4.72709 -0.44874 0.432
H -1.52084 -4.49998 -0.97040 0.325
H -1.51592 -4.65636 1.45914 0.323
H -2.81214 -3.46528 1.62305 0.354
H -0.14442 -3.03830 0.65055 -0.094
C 5.88265 -0.71605 -0.95877 -1.348
C 4.37264 -0.53800 -1.09300 -0.002
O 3.91210 0.46634 -0.15848 -0.467
H 6.32219 -1.07669 -1.89169 0.401
H 6.16444 -1.38966 -0.15009 0.319
H 6.42306 0.21379 -0.76638 0.319
H 3.80088 -1.45241 -0.96227 0.038
H 4.17397 -0.20447 -2.11571 0.343
H 4.08933 1.29227 -0.62000 0.164
C -2.91045 3.96537 1.27887 -0.927
C -2.29039 3.23716 2.48410 -0.254
O -2.71736 1.86104 2.44850 -0.289
H -2.53364 3.50126 0.36867 0.138
H -2.56014 4.99959 1.27497 0.408
H -3.99609 3.95409 1.34604 0.333
H -2.64926 3.61949 3.43983 0.377
H -1.20664 3.29512 2.46267 0.123
H -3.65344 1.78755 2.65087 0.122
C -5.42127 0.86583 0.16397 -0.833
C -4.74614 -0.45020 0.53084 -0.488
O -3.32981 -0.40654 0.43277 0.567
H -5.02989 1.24068 -0.78144 0.169
H -5.22272 1.57205 0.97151 0.049
H -6.49942 0.75614 0.05030 0.409
H -5.06176 -1.22566 -0.18197 0.220
H -5.11548 -0.82333 1.48973 0.470
H -3.13403 -0.17730 -0.50758 -0.222
C 0.63843 1.46776 -4.14289 -1.538
C 1.05250 1.38326 -2.67214 0.791
O -0.14395 1.35062 -1.90999 -0.609
H -0.01287 0.62139 -4.36072 0.277
H 1.50477 1.49574 -4.80297 0.427
H 0.08299 2.39214 -4.30196 0.343
H 1.63389 2.28373 -2.43497 0.120
H 1.66219 0.50575 -2.44185 -0.260
H 0.10919 1.22045 -0.96182 -0.852
C 4.12218 4.21500 1.37712 -1.199
C 2.82381 3.54956 0.97966 0.133
O 2.51552 2.54134 1.95692 -0.412
H 4.11176 4.55897 2.41040 0.323
H 4.35374 5.07076 0.73579 0.399
H 4.98150 3.55084 1.26690 0.246
H 2.85392 3.04625 0.01345 -0.150
H 2.00539 4.27019 0.91272 0.319
H 2.20930 2.96370 2.77039 0.178
C 0.94066 -2.37716 -1.78080 0.504
C 1.57230 -3.66821 -1.30339 -0.799
O 1.23809 -3.95617 0.04922 -0.657
H 1.19607 -1.52749 -1.14318 -0.786
H -0.14767 -2.42330 -1.76417 -0.049
H 1.31022 -2.16019 -2.78716 0.503
H 2.65705 -3.73512 -1.43532 0.324
H 1.21703 -4.51129 -1.90548 0.394
H 1.93976 -3.63662 0.65377 0.066
C -4.38722 -0.84353 -3.37914 -1.285
C -2.96832 -0.31697 -3.34921 -0.131
O -2.73437 0.34173 -2.10928 -0.290
H -4.51914 -1.43039 -4.28910 0.405
H -5.13047 -0.04576 -3.43420 0.343
H -4.63192 -1.42265 -2.48734 0.193
H -2.87463 0.34951 -4.21221 0.344
H -2.22228 -1.10926 -3.45570 0.280
H -1.86371 0.78943 -2.12286 0.283
```

Calculated values
<S²>   2.0037
Multiplicity   3
Energy   -58336.288 eV
Highest occupied orbital energy (spin up / spin down)   -7.021 / -7.005 eV